Record 1
63
Properties=species:S:1:pos:R:3:lowdin_charge:R:1 method="wB97M-V/def2-TZVPD" gap_ev=11.68 de_lowest_ev=3.310 e_tot_ha=-3933.78130
Ca 3.25558 3.43470 20.08939 1.55
P 6.31560 3.00033 20.86737 0.20
F 5.54446 4.18202 20.14177 -0.20
F 7.49571 4.03562 21.30647 -0.14
F 5.50398 3.32640 22.21387 -0.14
F 7.02817 1.65150 21.40362 -0.12
F 4.97695 2.08737 20.58673 -0.27
F 7.00829 2.79754 19.37781 -0.16
P 0.32028 3.76014 19.00173 0.23
F -0.62362 3.10243 17.81948 -0.16
F 1.19190 2.36346 18.99163 -0.21
F 1.47636 4.33762 18.03868 -0.14
F 1.23388 4.23222 20.21269 -0.25
F -0.58080 5.15553 19.05287 -0.16
F -0.60795 3.07232 20.14129 -0.15
C 5.90036 2.67500 15.95263 0.01
O 4.99614 1.57911 16.28761 -0.02
C 3.93174 1.76119 17.10684 -0.56
O 3.84692 2.56508 17.94654 0.08
O 3.19458 0.64760 17.04241 0.01
C 3.34914 -0.37852 16.09614 -0.05
H 6.38470 3.22396 16.76019 0.09
H 5.31897 3.26396 15.24324 0.09
H 6.81452 2.24040 15.54826 0.09
H 2.92218 -0.16202 15.11689 0.10
H 2.93003 -1.32849 16.42780 0.09
H 4.38457 -0.71910 16.09482 0.10
C 4.34267 8.32618 18.38167 0.00
O 3.88939 7.46439 17.30228 -0.01
C 3.65788 6.13634 17.48479 -0.41
O 3.52121 5.53549 18.55534 0.04
O 3.55780 5.37105 16.27204 -0.03
C 3.67922 5.95481 15.02254 -0.10
H 5.22425 7.82773 18.78474 0.11
H 3.64371 8.30536 19.21781 0.06
H 4.44729 9.39545 18.19772 0.10
H 4.04431 5.12230 14.42109 0.09
H 4.35683 6.77546 14.78700 0.09
H 2.73695 6.34459 14.63745 0.10
C 4.49530 5.48122 24.16677 0.00
O 3.83698 6.45173 23.31479 0.00
C 3.21922 5.88205 22.24492 -0.58
O 2.97538 4.76158 21.96275 0.03
O 2.72136 6.83610 21.48546 0.04
C 2.91042 8.21282 21.75664 -0.05
H 4.67688 5.82862 25.18384 0.10
H 5.48040 5.36613 23.71463 0.10
H 3.87322 4.58633 24.18396 0.09
H 3.89982 8.57412 22.03707 0.10
H 2.30190 8.47709 22.62149 0.10
H 2.52231 8.85263 20.96410 0.09
C 2.91783 -0.51388 20.04976 -0.05
O 2.77310 -0.46188 21.41749 0.06
C 2.56877 0.66881 21.99059 -0.49
O 2.53149 1.72974 21.36963 -0.03
O 2.11345 0.36162 23.27681 -0.01
C 1.72924 1.36281 24.23379 -0.01
H 2.27371 0.13250 19.45359 0.09
H 2.89361 -1.55469 19.72695 0.11
H 3.90933 -0.21663 19.70819 0.10
H 1.84902 0.86772 25.19745 0.09
H 0.68436 1.55199 23.98775 0.10
H 2.39408 2.22462 24.17560 0.09

---

Record 2
48
Properties=species:S:1:pos:R:3:lowdin_charge:R:1 method="wB97M-V/def2-TZVPD" multiplicity=2 gap_ev="1.69 / 10.27" de_lowest_ev=0.265 e_tot_ha=-5993.89063 s_squared=0.750 total_charge=-1
Cl -6.15194 12.28274 18.37227 0.37
C -7.46193 13.44185 17.60584 -0.57
C -7.11711 14.86451 17.96281 -0.66
Cl -8.19042 16.10886 17.14245 0.42
H -8.39014 13.13052 18.08502 0.05
H -7.56478 13.07742 16.58373 0.06
H -6.09042 14.92451 17.60168 0.06
H -7.16621 15.01999 19.04055 0.05
Cl -3.90077 21.80591 15.38139 0.49
C -3.72437 22.88673 13.92672 -0.63
C -2.47238 23.69661 14.03480 -0.65
Cl -1.03917 22.64530 13.72527 0.51
H -4.67764 23.41446 13.95620 0.06
H -3.75530 22.14835 13.12550 0.06
H -2.42184 24.19903 15.00079 0.07
H -2.51358 24.33262 13.15055 0.07
Cl -10.30541 18.32890 13.29385 0.49
C -9.83288 19.92846 12.62639 -0.70
C -9.43286 19.87470 11.16170 -0.70
Cl -7.81170 19.20403 10.79748 0.50
H -9.07025 20.33477 13.29077 0.03
H -10.72752 20.55086 12.64477 0.04
H -9.62301 20.81284 10.64031 0.06
H -10.13052 19.18710 10.68360 0.05
Cl -7.04265 22.38965 16.30063 0.47
C -7.31874 20.63594 16.19762 -0.67
C -7.17350 19.88345 17.59234 -0.62
Cl -5.40608 19.68374 17.94126 0.50
H -6.46023 20.30405 15.61374 0.01
H -8.30728 20.41489 15.79510 0.01
H -7.62505 18.89232 17.54929 0.00
H -7.70150 20.31331 18.44354 0.04
Cl -7.06317 18.03755 20.66637 0.43
C -5.34857 18.34602 21.18617 -0.64
C -4.80254 17.36928 22.27554 -0.65
Cl -4.90656 15.67770 21.73425 0.51
H -5.38164 19.34661 21.61724 0.06
H -4.70155 18.44271 20.31432 0.02
H -5.33150 17.50449 23.21895 0.06
H -3.76471 17.51054 22.57731 0.06
Cl -12.57341 23.91869 18.57500 0.47
C -12.22774 22.87464 17.12151 -0.67
C -10.84636 23.20084 16.64677 -0.66
Cl -10.32434 22.09733 15.30170 0.53
H -13.07600 23.09657 16.47397 0.06
H -12.39975 21.84964 17.45000 0.05
H -10.04652 23.11857 17.38270 0.05
H -10.86659 24.19225 16.19423 0.06

---

Record 3
48
Properties=species:S:1:pos:R:3:lowdin_charge:R:1 method="wB97M-V/def2-TZVPD" smiles=ClCCCl.ClCCCl.ClCCCl.ClCCCl.ClCCCl.ClCCCl gap_ev=10.79 de_lowest_ev=1.541 e_tot_ha=-5993.91340
Cl -2.34020 -9.35358 30.48677 0.50
C -1.71574 -10.97604 31.00938 -0.62
C -2.82707 -12.01713 31.00254 -0.64
Cl -3.80617 -11.97997 29.49412 0.50
H -1.23727 -10.94329 31.98820 0.08
H -0.92588 -11.13469 30.27517 0.06
H -3.54291 -11.82267 31.80119 0.07
H -2.46384 -13.03859 31.11553 0.04
Cl -2.28957 -15.78901 29.95083 0.62
C -1.64356 -17.30654 29.40162 -0.70
C -0.14573 -17.29788 29.38991 -0.66
Cl 0.52038 -18.89814 29.03838 0.61
H -2.16888 -17.73856 28.54985 0.06
H -1.91612 -17.99048 30.20539 0.06
H 0.33984 -16.97732 30.31163 0.00
H 0.32057 -16.64315 28.65371 0.08
Cl 4.92528 -21.38794 32.47499 0.51
C 4.17329 -21.27031 30.84249 -0.60
C 3.54567 -19.86577 30.82454 -0.71
Cl 4.69090 -18.53939 30.57104 0.57
H 3.55413 -22.16736 30.83565 0.06
H 5.02188 -21.42981 30.17724 0.06
H 2.80573 -19.62227 31.58697 0.06
H 2.97460 -19.69280 29.91236 -0.06
Cl 1.29977 -16.95058 32.79671 0.61
C 2.84795 -16.16476 32.88925 -0.68
C 2.64079 -14.63095 32.85780 -0.66
Cl 4.21223 -13.82548 33.11148 0.55
H 3.51235 -16.55003 32.11579 0.02
H 3.22472 -16.59290 33.81814 0.07
H 1.93997 -14.27745 33.61410 0.06
H 2.19978 -14.27376 31.92720 0.07
Cl 2.54870 -20.73610 27.52623 0.58
C 1.21161 -21.86382 27.39763 -0.69
C 1.38503 -22.85995 26.27808 -0.69
Cl -0.11118 -23.63623 25.80948 0.57
H 0.28020 -21.29974 27.34885 0.05
H 1.17720 -22.22923 28.42397 0.07
H 2.10476 -23.66223 26.44071 0.08
H 1.63024 -22.34512 25.34915 0.06
Cl -7.21380 -17.43086 30.80588 0.57
C -6.74678 -17.59820 29.10138 -0.70
C -5.30393 -17.25964 28.96366 -0.68
Cl -4.84534 -17.51466 27.23260 0.54
H -7.37110 -16.96154 28.47450 0.08
H -6.85901 -18.63112 28.77186 0.07
H -4.65518 -17.90963 29.55081 0.06
H -5.10445 -16.20142 29.13245 0.05

---

Record 4
45
Properties=species:S:1:pos:R:3:lowdin_charge:R:1 method="wB97M-V/def2-TZVPD" gap_ev=7.67 de_lowest_ev=0.026 e_tot_ha=-2425.86085 total_charge=+2
I -4.60269 0.14082 -2.19933 0.04
I -4.07086 -1.93698 -3.85013 0.08
La -0.41187 -0.72099 -0.78291 1.36
P 0.25913 1.02867 -3.36252 0.68
C -0.80681 1.67732 -4.70207 -0.29
C 1.01607 2.64390 -2.85816 -0.29
H 1.56719 3.17144 -3.66583 0.08
H 2.05122 1.22683 -5.04286 0.07
H 1.67539 2.38860 -2.01575 0.03
H 2.36552 -0.09956 -3.84686 0.04
H -1.68267 2.17705 -4.28264 0.04
H 0.18905 3.24257 -2.44887 0.04
C 1.60452 0.40332 -4.45719 -0.28
H -0.30728 2.38499 -5.39771 0.08
H 1.16250 -0.34041 -5.13294 0.05
H -1.22401 0.85180 -5.28019 0.04
P -2.09967 -2.87913 0.95628 0.69
C -3.79505 -3.55459 0.67448 -0.29
C -1.24651 -4.51590 0.99451 -0.28
H -1.16664 -2.04626 3.05002 0.03
H -2.31759 -3.39310 3.41354 0.07
H -2.87497 -1.71515 2.90926 0.04
C -2.12888 -2.51082 2.78223 -0.27
H -0.16146 -4.34183 0.94521 0.03
H -1.54045 -5.06459 1.91305 0.07
H -4.13369 -4.29595 1.43878 0.08
H -3.83226 -4.02015 -0.32080 0.04
H -1.52763 -5.06449 0.08650 0.05
H -4.53483 -2.74281 0.62824 0.04
Cl 1.84427 -1.90088 -0.68034 -0.08
N 3.10162 4.01912 3.92124 0.18
C 2.99346 2.65958 4.01562 -0.46
O 3.60988 2.06726 4.89035 0.10
C 2.08024 1.92371 3.05896 -0.08
C 1.12283 2.57393 2.27771 0.02
C 0.56902 1.88785 1.19505 -0.10
N 0.84015 0.55436 0.92389 -0.21
C 1.64706 -0.12978 1.81434 -0.15
C 2.31554 0.54156 2.85142 0.06
H 3.76810 4.45628 4.53316 0.13
H 3.02799 4.46816 3.03173 0.10
H 0.98978 3.64669 2.44795 0.13
H -0.13901 2.33632 0.49084 0.11
H 1.72920 -1.22613 1.60498 0.05
H 3.07511 0.02737 3.47778 0.15

---

Record 5
62
Properties=species:S:1:pos:R:3:lowdin_charge:R:1 method="wB97M-V/def2-TZVPD" gap_ev=8.82 de_lowest_ev=16.290 e_tot_ha=-2353.08108
C 4.04097 -1.41002 -1.04580 -0.07
C 3.62107 -1.18205 0.38647 -0.34
O 4.84364 -1.50106 1.04961 0.13
C 5.64106 -2.32578 0.30182 -0.44
O 6.65354 -2.88410 0.67190 0.16
O 5.03321 -2.44471 -0.98529 0.04
F 2.66046 -1.95357 0.82890 0.01
H 4.57900 -0.57563 -1.49571 0.15
H 3.26553 -1.76445 -1.72490 0.14
H 3.25427 -0.16237 0.50397 0.14
C -3.31013 2.31315 2.79544 0.00
C -1.91623 1.76829 3.24618 -0.19
O -1.50657 1.15538 2.00969 0.06
C -2.50067 0.97573 1.20332 -0.49
O -2.23405 0.49223 0.09338 0.02
O -3.66265 1.41428 1.73873 0.13
F -2.11774 0.77063 4.10826 0.05
H -3.22440 3.23142 2.21447 0.15
H -3.92548 2.41926 3.68886 0.15
H -1.32366 2.56450 3.69675 0.19
C -0.38257 0.21472 0.14293 -0.12
N 0.75436 -0.08470 -0.61679 -0.31
O 1.87555 0.35726 -0.30408 -0.02
O 0.57038 -0.79456 -1.63573 0.02
H -0.07098 0.00919 1.16702 0.09
H -1.19231 -0.37332 -0.28911 0.08
H -0.52218 1.27540 -0.06574 0.10
C -0.67712 -0.76996 4.26140 0.05
N -0.71374 -0.96771 2.84637 -0.42
O 0.27337 -1.05131 2.24567 0.09
O -1.83806 -1.00614 2.44787 0.13
H 0.32413 -0.89275 4.67435 0.11
H -1.27490 -1.56552 4.70619 0.13
H -0.97640 0.26138 4.44813 0.04
C -1.76161 -1.38587 -2.64272 0.01
N -2.96916 -1.43001 -3.61818 -0.37
O -3.77241 -0.54156 -3.42260 0.04
O -2.74817 -1.85774 -4.75722 0.05
H -1.52248 -2.39140 -2.29656 0.02
H -1.75467 -0.72974 -1.77235 0.05
H -1.02362 -1.14576 -3.40812 0.12
C 1.07485 2.62379 -0.89343 0.04
N 1.83561 3.85621 -0.45291 -0.38
O 1.91064 3.98049 0.78961 0.04
O 2.50537 4.41884 -1.31412 0.07
H 0.37549 2.67410 -1.72798 0.09
H 0.59550 2.16530 -0.02850 0.07
H 1.85694 1.94274 -1.22898 0.10
C 1.05240 -2.57540 -0.12015 -0.01
N 0.20424 -3.05239 -1.20727 -0.37
O -0.96971 -2.81057 -1.13971 0.03
O 0.67208 -3.91264 -1.97431 0.10
H 0.54505 -1.91689 0.58489 0.08
H 1.90075 -2.02758 -0.53039 0.07
H 1.32961 -3.39089 0.54785 0.15
C -1.47052 1.23215 -2.50103 0.03
N -2.46619 2.34749 -2.16429 -0.41
O -3.11150 2.81808 -3.03899 0.11
O -2.49903 2.81289 -1.06877 0.07
H -0.64976 1.59774 -3.11813 0.12
H -2.06095 0.56615 -3.13027 0.06
H -1.09919 0.61907 -1.67985 0.03

---

Record 6
40
Properties=species:S:1:pos:R:3:lowdin_charge:R:1 method="wB97M-V/def2-TZVPD" smiles="CCCCCCCC(=O)NN1CCOCC1" gap_ev=10.36 de_lowest_ev=2.119 e_tot_ha=-731.61013
C 4.18520 1.12834 1.82005 -0.11
C 5.06628 1.22776 0.57889 -0.26
C 4.92934 0.02620 -0.36734 -0.22
C 4.01033 0.26872 -1.56714 -0.22
C 2.54330 0.53239 -1.22814 -0.22
C 1.84820 -0.67003 -0.59679 -0.21
C 0.37145 -0.39279 -0.33513 -0.11
C -0.29886 -1.55709 0.36114 -0.48
O 0.26334 -2.55908 0.74233 0.07
N -1.63592 -1.40376 0.54906 0.06
N -2.35089 -0.27829 0.14344 -0.18
C -3.39424 -0.61449 -0.81580 -0.14
C -4.05045 0.68543 -1.28353 -0.20
O -4.59156 1.40243 -0.20067 -0.13
C -3.59340 1.70874 0.74241 -0.20
C -2.92504 0.43988 1.27364 -0.14
H 3.13256 1.07637 1.55794 0.05
H 4.43738 0.23780 2.39207 0.08
H 4.33515 1.99656 2.45929 0.07
H 6.10472 1.30582 0.90905 0.10
H 4.83161 2.14632 0.03652 0.10
H 5.91553 -0.22442 -0.76548 0.10
H 4.58171 -0.84188 0.19331 0.10
H 4.06363 -0.60466 -2.22225 0.11
H 4.39544 1.12336 -2.13024 0.11
H 2.02130 0.79348 -2.15331 0.11
H 2.46951 1.39387 -0.56232 0.10
H 1.93710 -1.53523 -1.25623 0.13
H 2.32304 -0.93357 0.34803 0.11
H -0.16052 -0.19383 -1.26725 0.12
H 0.25436 0.48982 0.29818 0.12
H -2.12873 -2.16045 1.02262 0.16
H -2.93697 -1.13085 -1.66158 0.13
H -4.15849 -1.26949 -0.36485 0.13
H -4.88036 0.47599 -1.96000 0.13
H -3.29910 1.29960 -1.80165 0.13
H -4.08812 2.25055 1.54981 0.13
H -2.82777 2.35111 0.28272 0.13
H -2.12245 0.69883 1.96628 0.13
H -3.67254 -0.17467 1.80262 0.13